(P)
The following is a quantum chemistry calculation of a 2-piece molecular cluster, C5H14NS2 overall, from OMol25.

The value obtained for the HOMO-LUMO gap (alpha / beta) is 8.582 / 6.964 eV. For the HOMO energy (alpha / beta), the calculation gives -0.4554 / -0.4364 hartree. As for the net charge: +1.

Bonds (Å) are listed after each position.
Atoms and positions in Å:
1 S 1.39108 1.44572 0.75353  C8 1.763, H12 1.351
2 S -1.25662 2.04060 -0.42166  C8 1.823, H15 1.341
3 N -0.74333 -0.11119 1.14634  C4 1.499, C7 1.443, C8 1.429, H19 1.016
4 C -0.97026 0.41770 2.53062  N3 1.499, H10 1.023, H13 1.089, H21 1.109
5 C 0.05330 -0.60140 -2.20551  C6 1.406, H16 1.063, H17 1.099
6 C 1.45121 -0.55927 -2.35154  C5 1.406, H9 1.118, H14 1.146, H18 1.129
7 C -0.15200 -1.42244 1.02983  N3 1.443, H11 1.095, H20 1.068, H22 1.077
8 C -0.12423 0.74693 0.18595  S1 1.763, S2 1.823, N3 1.429
9 H 2.13107 -1.43584 -2.48866  C6 1.118
10 H -1.64161 -0.24271 2.93102  C4 1.023
11 H 0.91827 -1.25594 1.19211  C7 1.095
12 H 1.23644 2.75665 0.46553  S1 1.351
13 H -0.00918 0.46954 3.04004  C4 1.089
14 H 2.04182 -0.05023 -1.51180  C6 1.146
15 H -0.87453 1.79159 -1.68229  S2 1.341
16 H -0.53364 0.07040 -2.78293  C5 1.063
17 H -0.57736 -1.46163 -1.93988  C5 1.099
18 H 1.86984 0.21769 -3.05496  C6 1.129
19 H -1.69377 -0.24144 0.81298  N3 1.016
20 H -0.27449 -1.83927 0.05435  C7 1.068
21 H -1.61346 1.32086 2.53894  C4 1.109
22 H -0.62852 -2.05631 1.75798  C7 1.077

Electronic structure analysis, Löwdin charges in units of e: atom 1 (S): 0.81, atom 2 (S): 0.76, atom 3 (N): -0.32, atom 4 (C): 0.02, atom 5 (C): -0.02, atom 6 (C): -0.19, atom 7 (C): 0.00, atom 8 (C): -0.98, atom 9 (H): 0.10, atom 10 (H): 0.07, atom 11 (H): 0.11, atom 12 (H): -0.09, atom 13 (H): 0.10, atom 14 (H): 0.06, atom 15 (H): -0.13, atom 16 (H): 0.05, atom 17 (H): 0.08, atom 18 (H): 0.11, atom 19 (H): 0.15, atom 20 (H): 0.08, atom 21 (H): 0.13, atom 22 (H): 0.12

---

(Q)
The following is a quantum chemistry calculation of a 2-piece molecular cluster, C5H14NS2 overall, from OMol25.

The value obtained for the HOMO-LUMO gap is 9.246 eV. For the HOMO energy, the calculation gives -0.4573 hartree. As for the net charge: +1.

Bonds (Å) are listed after each position.
Atoms and positions in Å:
1 S -1.01026 0.48374 -0.52451  S2 2.051, C7 1.814
2 S -0.14593 -1.24492 0.16186  S1 2.051, C5 1.814
3 N -0.72794 0.48768 2.65401  C6 1.497, H12 1.040, H14 1.040, H21 1.040
4 C 1.76617 -0.75077 -1.79426  C5 1.527, C8 1.533, H15 1.107, H17 1.107
5 C 1.57354 -0.88053 -0.28498  S2 1.814, C4 1.527, H10 1.107, H20 1.107
6 C -2.20029 0.29449 2.84106  N3 1.497, H13 1.103, H19 1.103, H22 1.103
7 C -0.50052 0.36702 -2.26106  S1 1.814, C8 1.527, H9 1.107, H18 1.107
8 C 1.01638 0.42721 -2.42615  C4 1.533, C7 1.527, H11 1.107, H16 1.107
9 H -0.98491 1.22387 -2.76764  C7 1.107
10 H 1.89086 0.03603 0.24858  C5 1.107
11 H 1.24786 0.45073 -3.50842  C8 1.107
12 H -0.52385 1.45394 2.32797  N3 1.040
13 H -2.58784 1.00496 3.59050  C6 1.103
14 H -0.35770 -0.18022 1.94801  N3 1.040
15 H 2.84741 -0.62844 -1.99772  C4 1.107
16 H 1.38039 1.37429 -1.98346  C8 1.107
17 H 1.43832 -1.69385 -2.27237  C4 1.107
18 H -0.92276 -0.56120 -2.69184  C7 1.107
19 H -2.41130 -0.73146 3.18677  C6 1.103
20 H 2.16645 -1.72532 0.11532  C5 1.107
21 H -0.22144 0.33115 3.54875  N3 1.040
22 H -2.73263 0.46160 1.88958  C6 1.103

Electronic structure analysis, Löwdin charges in units of e: atom 1 (S): 0.54, atom 2 (S): 0.57, atom 3 (N): 0.07, atom 4 (C): -0.27, atom 5 (C): -0.52, atom 6 (C): -0.04, atom 7 (C): -0.53, atom 8 (C): -0.28, atom 9 (H): 0.09, atom 10 (H): 0.08, atom 11 (H): 0.13, atom 12 (H): 0.16, atom 13 (H): 0.11, atom 14 (H): -0.02, atom 15 (H): 0.13, atom 16 (H): 0.12, atom 17 (H): 0.12, atom 18 (H): 0.09, atom 19 (H): 0.11, atom 20 (H): 0.09, atom 21 (H): 0.18, atom 22 (H): 0.08

---

List of relative energies, unit kJ/mol: (P) 532.8; (Q) 0.0